No. 1
A molecular structure, C27H38CaClN4O6S2. Source: the Open Molecules 2025 dataset; level of theory: wB97M-V/def2-TZVPD.

```
! wB97M-V def2-TZVPD RIJCOSX def2/J DEFGRID3
* xyz -1 1
Ca -0.4589 -0.5298 -0.0740
Cl -2.9439 -0.3828 -0.1682
S 2.6420 4.5456 2.6715
S -0.2004 2.2014 0.8257
O 3.8960 4.4908 1.9473
O 2.1572 5.8074 3.1705
O -0.7147 -1.0696 2.0004
O 1.6624 -1.0701 0.2038
O -0.6765 -2.8134 -0.3168
O 0.0384 -0.5257 -2.1892
N 2.9520 0.5159 -0.8108
N 0.0963 -4.7441 -1.1422
N 1.4609 3.8965 1.6522
N -1.7497 -0.5156 3.8751
C -2.3318 -0.6009 -2.7535
C 0.8770 2.7514 1.9240
C 1.7517 0.7089 5.1184
C -0.5986 0.9728 -3.8216
C 2.3879 -0.6909 -0.7450
C 3.2363 1.1385 -2.0883
C -0.9853 -5.4876 -0.5051
C 3.1404 1.3227 0.3822
C -0.8499 -0.3765 -3.1501
C -0.2007 3.4252 -5.0626
C -1.0499 1.1591 -5.1221
C 3.0048 2.7774 5.0293
C 0.0664 1.9873 -3.1351
C -2.6414 -2.0409 -2.4516
C -1.2046 -1.6809 4.5674
C -1.6182 -0.4017 2.5607
C 1.4417 2.2252 3.2167
C 2.3888 3.0875 3.7975
C 1.1659 1.0287 3.8827
C -4.5823 0.4183 -2.0342
C -2.4391 0.4946 4.6422
C -0.8517 2.3887 -5.7424
C 2.6727 1.5831 5.7023
C 0.2579 3.2229 -3.7596
C 0.1314 -3.4150 -1.0652
C 1.0834 -5.4749 -1.9001
C -3.1549 0.4792 -2.5578
H -1.5644 0.3403 -5.6297
H -0.6000 -6.0292 0.3713
H 4.3226 1.2490 -2.2167
H -4.8763 -0.6094 -1.7948
H 1.4937 -0.2282 5.6199
H 3.1283 1.3309 6.6614
H -0.6384 -2.2940 3.8566
H -0.5508 -1.3376 5.3817
H 0.4261 1.8022 -2.1163
H -2.7662 1.4896 -2.7566
H -4.6852 1.0313 -1.1264
H -1.3820 -6.2144 -1.2257
H -3.3924 0.0952 5.0126
H -2.2967 0.3005 2.0323
H -0.0488 4.3895 -5.5495
H -0.6455 -1.1783 -3.8700
H 2.7885 0.7767 1.2679
H 3.7375 3.4617 5.4681
H 1.8099 -4.7587 -2.3116
H 2.8242 0.5151 -2.8930
H 2.7668 2.1346 -2.1135
H -2.0315 -2.2628 5.0003
H -5.2605 0.8220 -2.7821
H 2.5571 2.2507 0.2699
H -1.2036 2.5358 -6.7619
H -3.7141 -2.2357 -2.5333
H 1.5992 -6.1959 -1.2502
H -2.6250 1.3632 3.9919
H 0.7692 4.0135 -3.2130
H -1.7747 -4.7938 -0.1974
H -2.0604 -2.6719 -3.1274
H 0.5920 -6.0181 -2.7202
H -1.8100 0.7977 5.4907
H -2.3293 -2.3221 -1.4230
H 4.2022 1.5966 0.4871
H 0.4713 0.3175 3.4176
H 0.8753 -2.9023 -1.7148
H 2.6333 -1.3699 -1.5768
*
```

Results
**Gap between HOMO and LUMO**: 0.227 Eh
**LUMO level**: 0.0796 Ha

Mulliken atomic charge list, values in e, 6 entries: 1.19, -0.69, 1.10, -0.17, -0.63, -0.64


No. 2
A molecular structure, C20H27N7O2Os. Source: the Open Molecules 2025 dataset; level of theory: wB97M-V/def2-TZVPD.

```
! wB97M-V def2-TZVPD RIJCOSX def2/J DEFGRID3
* xyz 4 5
Os 1.0180 -0.6521 -0.7576
O 3.2097 1.0826 0.6060
O 0.2904 -3.3597 0.5973
N -1.1430 2.1954 2.2025
N -0.2950 0.1945 1.1012
N 2.9798 -1.9401 -0.4684
N 1.8868 3.0916 -0.6518
N -2.4649 0.1417 2.2088
N -2.0896 -2.9752 -0.6772
N -0.4201 0.2828 3.5475
C 0.3384 -0.2090 2.4210
C 2.3344 0.4830 0.1751
C -2.5063 1.6203 2.1801
C -4.6521 -3.2715 -0.8780
C -3.2504 -2.9819 -0.7092
C 1.4216 4.1574 -0.7042
C -0.4676 1.7583 3.4179
C -0.6824 -0.4050 -1.9604
C 0.4961 -2.3165 0.1620
C -1.7046 -0.3001 1.0615
C 1.1212 5.5513 -0.8919
C 1.4182 0.7593 -2.4328
C -0.4261 1.6824 1.0579
C 3.6849 -2.4074 -1.2724
C 0.0872 0.7959 -1.9657
C -0.0955 -1.6001 -2.4234
C -1.7832 -0.2855 3.4239
C 1.9119 -0.4050 -2.9975
C 1.1605 -1.5660 -3.0018
C 4.7009 -3.0761 -2.0232
H -3.0955 2.0012 3.0223
H 0.5727 2.0905 3.3577
H 5.0836 -2.4353 -2.8279
H -5.2737 -2.3747 -0.7408
H -0.9453 2.1516 4.3147
H 0.3674 -1.3008 2.4357
H -4.7890 -3.6127 -1.9142
H 5.5391 -3.3067 -1.3389
H -0.6397 -2.5370 -2.2720
H -0.3038 1.7506 -1.6376
H 0.0457 5.7133 -1.0558
H 0.5362 2.1733 0.9290
H 1.5747 -2.4764 -3.3972
H 1.3440 0.2170 2.4336
H 2.0415 1.6434 -2.2918
H 1.6563 5.8724 -1.7996
H -2.3354 -0.0075 4.3211
H -4.9231 -4.1131 -0.2234
H -2.1811 0.1179 0.1754
H 2.9170 -0.4078 -3.3811
H -1.0023 1.9417 0.1704
H -1.6536 -1.3704 3.3707
H -1.7566 -1.3787 0.9323
H 4.3021 -3.9899 -2.4951
H 1.5234 6.1263 -0.0436
H -2.9704 1.9160 1.2362
H -1.7136 -0.4498 -1.6275
*
```

Results
**Energy above the lowest of the compared OMol25 structures with the same formula, charge and spin**: 0.0000 eV
**Gap between HOMO and LUMO (spin up / spin down)**: 0.279 / 0.174 Eh
**LUMO level (spin up / spin down)**: -0.5044 / -0.6318 Ha

natural (NBO) atomic charge list, values in e, 6 entries: 0.80, -0.25, -0.26, -0.13, -0.43, -0.50


No. 3
A single C7H7Cl2NO3 molecule. Source: the Open Molecules 2025 dataset; level of theory: wB97M-V/def2-TZVPD.

```
! wB97M-V def2-TZVPD RIJCOSX def2/J DEFGRID3
* xyz 0 1
Cl 0.1534 -1.0000 3.2326
Cl 2.5447 -0.7231 -1.2156
O -1.2414 0.3783 -1.6987
O 1.5804 1.4043 2.6663
O 2.2935 1.9476 0.7095
N 1.6937 1.2651 1.4366
C 0.9538 0.1497 0.9111
C 1.0240 0.1035 -0.8432
C -0.4447 -1.8248 0.7629
C -0.1863 -0.5876 -1.4813
C -1.6824 1.3499 -0.6920
C -0.6345 -1.6951 -0.5874
C 0.2387 -0.7908 1.5086
H -1.9569 2.1914 -1.3213
H 1.0092 1.0690 -1.2537
H -1.2541 -2.3689 -1.1232
H -2.4476 0.9220 0.0602
H -0.9269 1.7103 -0.0869
H 0.0288 -0.9785 -2.4917
H -0.7457 -2.5222 1.5074
*
```

Results
**Energy above the lowest of the compared OMol25 structures with the same formula, charge and spin**: 0.0000 eV
**Gap between HOMO and LUMO**: 0.320 Eh
**Structure (SMILES)**: CO[C@@H]1C=CC(Cl)=C([N+](=O)[O-])[C@H]1Cl
**LUMO level**: -0.0421 Ha

natural (NBO) atomic charge list, values in e, 6 entries: 0.07, -0.01, -0.54, -0.40, -0.33, 0.51


No. 4
A molecular structure, C38H42N3O4P2Si2Ti. Source: the Open Molecules 2025 dataset; level of theory: wB97M-V/def2-TZVPD.

```
! wB97M-V def2-TZVPD RIJCOSX def2/J DEFGRID3
* xyz 1 1
Ti -0.7618 -0.5134 -1.1105
P 1.3139 1.0628 -0.8482
P -0.9999 1.1747 0.8816
Si -1.3107 -1.6357 2.1715
Si 2.3858 -1.6671 -1.8092
O -0.8518 -0.3366 -2.9839
O -4.7708 -3.1798 0.3357
O -3.7646 -1.1788 0.1730
O -0.0853 -1.6964 -4.6305
N 1.1445 -0.5927 -1.0977
N -2.1584 -2.1371 -1.8486
N -0.9710 -0.4840 0.8847
C -5.3214 2.7816 0.8635
C 3.2727 2.4073 0.6328
C -3.4026 -4.1617 -1.8111
C -2.8930 -1.2437 3.0779
C 3.2987 0.4577 2.6197
C 1.1489 2.2858 -3.3055
C -0.4332 1.5953 3.6017
C 2.4714 0.3092 1.5191
C 2.4643 1.2788 0.5157
C -4.6325 2.6872 2.0630
C 3.4002 1.9529 -2.4990
C -0.2451 2.0158 2.2868
C 0.1332 2.3043 4.6491
C 1.6069 -3.3684 -1.7431
C -2.7025 1.8212 0.8951
C 2.8588 -1.2565 -3.5477
C -3.4030 1.9304 -0.3063
C -1.7755 -3.8045 -3.5196
C -3.9090 -2.3088 -0.1933
C -2.6967 -4.6296 -2.9132
C 2.0204 1.8491 -2.3064
C -1.5425 -2.5622 -2.9650
C -0.7100 -1.4802 -3.6322
C 1.0561 3.8807 3.0813
C 4.1129 2.5432 1.7285
C 0.4894 3.1723 2.0311
C -4.7042 2.4043 -0.3219
C 0.1227 -1.7389 3.3614
C 3.9013 2.5048 -3.6675
C 3.0296 2.9382 -4.6569
C 0.8863 3.4416 4.3881
C 3.9351 -1.6437 -0.7867
C 4.1269 1.5700 2.7188
C -3.1144 -2.9128 -1.3149
C -3.3259 2.2153 2.0775
C -1.4113 -3.3387 1.3788
C 1.6568 2.8214 -4.4791
C -0.3583 1.5547 -0.6900
H 4.3469 -0.6350 -0.6784
H 2.0193 -0.9119 -4.1524
H 0.8863 -2.4167 2.9631
H -3.4658 -2.1642 3.2384
H 1.6342 4.7747 2.8793
H 0.6012 -0.7805 3.5672
H 3.4221 3.3683 -5.5705
H 3.3053 -0.2956 3.3988
H -1.0354 0.7221 3.8170
H 4.0891 1.5851 -1.7494
H -0.0142 1.9717 5.6695
H -0.2224 -2.1561 4.3143
H -2.9221 1.6724 -1.2355
H 3.6456 -0.5019 -3.5813
H 0.6044 3.5192 1.0115
H 1.1191 -3.6125 -2.6931
H 3.2362 3.1880 -0.1157
H -3.5117 -0.5464 2.5085
H 4.7838 1.6798 3.5739
H -2.7097 -0.8078 4.0659
H -5.2355 2.4938 -1.2615
H 4.6823 -2.2543 -1.3081
H 2.3704 -4.1329 -1.5687
H -1.0480 -3.3294 0.3494
H -5.2636 -2.7251 1.0352
H 1.8315 -0.5566 1.4228
H -2.7921 2.1673 3.0173
H 0.0831 2.2100 -3.1532
H -1.2485 -4.0842 -4.4226
H -2.8985 -5.6149 -3.3134
H -6.3338 3.1684 0.8480
H 0.9788 3.1522 -5.2561
H 1.3319 3.9941 5.2073
H 4.7542 3.4116 1.8121
H 0.8735 -3.4496 -0.9368
H -4.1803 -4.7516 -1.3476
H 3.7930 -2.0573 0.2164
H -5.1063 2.9910 2.9879
H -0.7812 -4.0410 1.9304
H -2.4261 -3.7512 1.3778
H 4.9718 2.5896 -3.8087
H 3.2504 -2.1726 -4.0070
*
```

Results
**Gap between HOMO and LUMO**: 0.274 Eh
**LUMO level**: -0.1292 Ha

Mulliken atomic charge list, values in e, 6 entries: -1.58, 2.69, 2.31, 0.68, 0.25, -0.20


No. 5
3 unconnected molecules or ions with the total composition C6H15N. Source: the Open Molecules 2025 dataset; level of theory: wB97M-V/def2-TZVPD.

```
! wB97M-V def2-TZVPD RIJCOSX def2/J DEFGRID3
* xyz 0 1
N 0.1498 -0.2858 0.0861
C -2.1481 -0.7863 -0.1233
C 1.3737 1.1396 0.9875
C 0.5022 -0.1035 -1.3162
C -2.5408 -1.7058 -0.9808
C 0.6378 -1.4880 0.7510
C 0.9659 2.5160 0.5367
H 0.1378 -0.9591 -1.8826
H 2.3837 0.8476 0.6968
H -0.7598 0.2448 0.4987
H 0.0008 0.7806 -1.7015
H -0.0952 2.7026 0.7307
H 1.7301 -1.5082 0.7544
H -1.8388 -2.2545 -1.6061
H -3.5846 -1.9812 -1.1376
H -2.8425 -0.2571 0.5249
H 0.2991 -1.4871 1.7845
H 1.1322 2.6546 -0.5348
H 0.1895 -2.3539 0.2647
H 1.5223 3.3126 1.0491
H 1.5816 0.0254 -1.4285
H 1.2031 0.9469 2.0460
*
```

Results
**Energy above the lowest of the compared OMol25 structures with the same formula, charge and spin**: 7.2890 eV
**Gap between HOMO and LUMO (spin up / spin down)**: 0.275 / 0.234 Eh
**LUMO level (spin up / spin down)**: 0.0325 / 0.0263 Ha

natural (NBO) atomic charge list, values in e, 6 entries: -0.49, -0.46, -0.32, -0.42, -0.49, -0.42


no.,total energy (hartree)
1,-3656.41222
2,-1400.90758
3,-1471.59580
4,-4049.69866
5,-292.10116